(1)
Density functional theory data (the ωB97M-V functional and the def2-TZVPD basis) for the molecule C14H21N5 at a distorted geometry.

* LUMO: -0.48 eV
* SMILES: CCC[C@@H](C)Nc1ncnc2cnc(N(C)C)cc12
* relative energy (zero: lowest compared OMol25 entry of this formula, charge and spin): 0.557 eV
* Kohn-Sham gap: 7.900 eV
* max |F|: 6.72 eV/A

CARTESIAN COORDINATES (ANGSTROEM)
C -1.6289 3.6195 0.8064
C -1.2236 2.2455 0.2666
C -1.9434 1.1406 0.9825
C -1.3491 -0.3296 0.7138
C -2.0082 -1.4030 1.6108
N -1.5270 -0.6311 -0.7657
C -1.1008 -1.8982 -1.1201
N -2.1563 -2.4942 -1.7691
C -1.8880 -3.5490 -2.4909
N -0.6476 -4.0966 -2.4412
C 0.3295 -3.5423 -1.7982
C 1.6438 -4.0524 -1.8537
N 2.7920 -3.6316 -1.1605
C 2.6123 -2.5267 -0.4565
N 3.7828 -1.8951 -0.0171
C 4.1419 -2.1836 1.3262
C 4.1078 -0.6212 -0.5831
C 1.3600 -1.9828 -0.3305
C 0.1644 -2.4500 -0.9773
H -0.8492 3.6684 1.6064
H -1.5113 4.4502 0.1617
H -2.5738 3.6032 1.3261
H -0.1550 2.1807 0.4696
H -1.3832 2.1747 -0.7855
H -1.9247 1.4288 2.0069
H -2.9781 1.2007 0.6389
H -0.3243 -0.1188 1.0190
H -2.9037 -1.8050 1.1498
H -2.1693 -0.9131 2.5694
H -1.3006 -2.2825 1.7144
H -2.4545 -0.4895 -1.1395
H -2.6096 -4.0924 -3.1063
H 1.8168 -4.9213 -2.4081
H 4.5674 -3.2547 1.3012
H 3.4627 -2.1656 2.1861
H 4.9357 -1.4810 1.5324
H 5.0398 -0.4491 -0.7227
H 3.6259 -0.4724 -1.5462
H 3.7192 0.1142 0.1104
H 1.4623 -1.0382 0.2383

Atomic forces in eV per Å
1.538 -1.386 2.065
0.306 0.386 -0.352
-0.255 -1.379 -1.401
-1.685 2.354 -0.176
1.763 -0.249 -0.516
2.284 -0.018 2.501
-3.921 1.428 -0.827
0.733 1.006 0.086
3.449 -1.887 0.879
-2.903 -1.761 -3.265
1.431 0.194 1.282
3.653 0.227 2.316
-3.603 -2.220 -3.104
-0.973 0.448 -0.766
-0.922 -0.829 -0.247
2.193 -1.929 0.162
-6.611 -0.256 1.202
-0.148 2.233 0.975
1.797 1.077 0.882
-0.852 0.996 -0.164
-0.008 0.679 -0.751
-0.543 0.171 -0.177
0.197 -0.348 -0.408
0.016 -0.165 -0.892
-0.040 -0.448 1.207
-0.283 -0.274 0.223
0.325 -0.812 -0.566
-0.362 0.233 0.156
-0.260 -0.492 0.175
-0.765 0.957 0.132
-0.199 0.020 0.422
-0.052 0.468 0.385
0.085 -1.202 -0.935
-0.342 1.474 0.502
-0.782 0.414 -0.526
0.538 -0.112 0.554
6.516 0.656 -0.654
-0.248 -0.189 -0.002
-0.088 1.023 -0.048
-0.979 -0.492 -0.330

***

(2)
Density functional theory data (the ωB97M-V functional and the def2-TZVPD basis) for the ion C3H7N4O2 with charge -1 at a distorted geometry.

* LUMO (alpha / beta): 3.70 / 2.60 eV
* <S²>: 2.0084
* relative energy (zero: lowest compared OMol25 entry of this formula, charge and spin): 0.014 eV
* Kohn-Sham gap (alpha / beta): 4.058 / 6.730 eV
* total charge: -1
* multiplicity: 3
* max |F|: 6.95 eV/A

CARTESIAN COORDINATES (ANGSTROEM)
C 0.1078 -0.4899 0.0014
C 1.7656 0.0300 -1.4979
C -0.5372 1.2978 1.6557
N -0.6293 -1.4478 0.4951
N 0.9166 -0.9058 -0.9755
N 0.2070 0.8121 0.4249
N -1.6887 -1.8493 -0.0900
O -2.1578 -1.1534 -0.9940
O -2.3003 -2.8077 0.4418
H 1.1603 0.8547 -2.0623
H 2.3473 -0.4772 -2.2413
H 2.4505 0.5485 -0.7574
H 0.2052 1.8323 2.2417
H -1.3765 1.8660 1.5081
H -0.8215 0.4592 2.1915
H 0.3511 1.4304 -0.3420

Atomic forces in eV per Å
3.976 0.084 -4.893
0.758 2.592 -1.081
3.639 -0.546 -1.709
2.253 0.946 6.505
-2.771 -0.567 2.607
-1.766 -0.073 2.447
-1.476 -3.300 -2.259
-2.010 3.170 -2.705
-1.262 -1.996 1.509
1.005 -0.748 0.632
0.736 0.107 -0.584
-0.536 -0.311 -0.567
-0.109 0.288 0.205
-2.019 1.535 -0.882
-0.505 -1.808 1.002
0.089 0.627 -0.225

***

(3)
Density functional theory data (the ωB97M-V functional and the def2-TZVPD basis) for a structure of composition C16H19BN6Tc at a distorted geometry.

* LUMO (alpha / beta): -7.12 / -11.78 eV
* <S²>: 3.7766
* relative energy (zero: lowest compared OMol25 entry of this formula, charge and spin): 0.000 eV
* Kohn-Sham gap (alpha / beta): 7.427 / 2.789 eV
* total charge: +2
* multiplicity: 4
* max |F|: 3.47 eV/A

CARTESIAN COORDINATES (ANGSTROEM)
H 1.0724 -3.1374 0.4918
N 1.3305 -1.2927 -0.5433
B 2.0478 0.4570 -2.2802
N 2.1438 -0.9163 -1.6264
C 3.0425 -1.8783 -1.8575
Tc -0.0055 0.0642 0.2555
H 3.7884 -1.6723 -2.6180
C 2.7559 -2.9412 -1.0275
H 3.2782 -3.8840 -1.0253
C 1.6658 -2.5758 -0.2359
H 2.7496 0.5891 -3.2285
C -2.1658 1.7264 2.8753
H -2.8821 1.4411 3.6549
H -2.7368 1.8596 1.9366
H -1.6735 2.6761 3.0979
N 2.3603 1.4503 -1.1560
N 0.5749 0.7425 -2.5964
N 1.6408 1.4322 0.0294
N -0.4756 0.5357 -1.6713
C 3.3346 2.3639 -1.0979
C 0.0786 1.2732 -3.7162
H 3.9623 2.4550 -1.9739
H 0.7955 1.5734 -4.4717
C 3.2600 2.9884 0.1405
C -1.2941 1.3038 -3.6137
C 2.1827 2.3915 0.8266
C -1.6328 0.8065 -2.3462
H 3.9061 3.7770 0.4448
H -1.9537 1.6398 -4.3915
H 1.7724 2.5945 1.8080
H -2.6071 0.5973 -1.9228
H -1.3883 0.9423 2.8039
C -3.4279 -2.2181 3.0258
C -3.8287 -1.3491 2.0033
C -2.8804 -0.8168 1.0963
C -1.4984 -1.0790 1.2618
C -1.1200 -2.0177 2.2454
C -2.0791 -2.5697 3.1284
H -4.1643 -2.5918 3.7625
H -4.8872 -1.0444 1.9291
H -3.2288 -0.1655 0.2837
H -0.0685 -2.2999 2.3548
H -1.7442 -3.2307 3.9441

Atomic forces in eV per Å
0.474 0.282 -0.277
0.209 -0.783 -0.628
-1.154 -0.564 0.223
-0.287 -0.168 1.233
-0.491 0.432 -0.081
-1.665 -1.899 0.513
-0.059 -0.502 0.160
0.381 -0.858 0.021
-0.100 -0.017 0.080
-0.192 1.492 -0.329
0.071 0.061 0.106
0.099 0.228 -0.353
0.332 0.153 -0.107
0.425 -0.251 0.376
-0.226 -0.065 0.252
1.985 1.601 0.516
-0.993 0.156 0.955
1.221 2.591 1.957
-0.188 -0.081 -1.486
-1.167 -1.597 -1.112
0.251 -0.375 0.427
0.212 0.344 0.309
-0.469 -0.070 -0.171
0.761 0.670 -0.291
-0.558 0.060 -0.208
-1.857 -2.394 -1.161
1.801 0.161 0.103
0.248 0.432 0.450
-0.236 -0.034 0.028
0.130 0.004 -0.086
0.206 0.220 0.078
-0.490 0.285 -0.047
0.101 0.211 0.034
0.203 0.430 -0.469
-0.181 -0.172 0.465
0.132 -0.343 -1.030
-0.354 0.143 0.297
0.586 0.236 0.029
0.559 0.194 -0.629
0.695 -0.290 -0.098
0.069 -0.222 0.429
-0.289 0.014 0.126
-0.193 0.287 -0.605

***

(4)
Density functional theory data (the ωB97M-V functional and the def2-TZVPD basis) for the ion C4H8N3 with charge +1 at a distorted geometry.

* LUMO: -5.54 eV
* relative energy (zero: lowest compared OMol25 entry of this formula, charge and spin): 4.961 eV
* Kohn-Sham gap: 8.402 eV
* total charge: +1
* max |F|: 3.80 eV/A

CARTESIAN COORDINATES (ANGSTROEM)
C 0.5890 -0.1900 -0.0053
C -1.6163 -0.5782 -0.6403
C 2.4377 -0.2406 -0.2727
C -1.0063 0.9812 1.1764
N 1.5080 0.5664 0.5243
N -0.7997 0.0037 0.0993
N 1.2958 -0.8332 -0.9580
H -2.5921 -0.2646 -0.6417
H -1.3455 -1.4592 -1.3154
H 3.2201 0.4450 -0.8661
H 2.8897 -0.8977 0.4148
H -0.5604 0.6401 2.0701
H -0.3036 1.7061 0.8137
H -2.0313 1.3407 1.1936
H 1.1890 -1.4139 -1.7270

Atomic forces in eV per Å
1.297 1.452 -1.343
0.695 -2.599 -1.916
1.798 2.810 -1.825
-0.730 1.189 -1.776
-1.196 -1.036 0.905
1.336 -0.291 1.706
0.629 0.080 1.092
-2.436 0.513 0.285
0.008 1.632 0.869
-1.914 -1.827 1.035
1.026 -0.987 0.434
-0.085 -0.774 1.058
-0.182 1.322 0.429
0.092 -0.190 0.241
-0.338 -1.294 -1.194